# 1
Formula: C23H37BFeNO5S5
Source: OMol25
Level of theory: ωB97M-V with the def2-TZVPD basis set

The calculation puts the energy above the lowest of the compared OMol25 structures with the same formula, charge and spin at 70.92 kcal per mole. As for the HOMO energy (alpha / beta): -0.15306 / -0.18662 Eh. For the gap between HOMO and LUMO (alpha / beta), the calculation gives 0.2346 / 0.2681 hartree.

ORCA input file:
```
! wB97M-V def2-TZVPD RIJCOSX def2/J DEFGRID3
* xyz -1 5
Fe -12.382 -10.562 -10.186
C -8.088 -12.345 -4.259
C -7.696 -11.543 -3.026
S -7.703 -9.747 -3.242
C -9.515 -9.483 -3.509
C -9.899 -7.996 -3.633
S -9.707 -7.281 -5.268
C -11.066 -7.957 -6.363
C -11.160 -9.493 -6.506
S -9.551 -10.085 -6.961
C -9.790 -11.838 -6.924
C -8.413 -12.513 -7.086
S -7.244 -11.791 -5.841
H -9.168 -12.204 -4.364
H -8.014 -13.444 -4.053
H -6.653 -11.657 -2.899
H -8.173 -11.973 -2.157
H -10.068 -9.855 -2.710
H -9.777 -9.858 -4.457
H -9.301 -7.392 -2.949
H -11.000 -7.893 -3.392
H -10.852 -7.488 -7.348
H -12.025 -7.590 -5.917
H -11.939 -9.657 -7.279
H -11.586 -10.019 -5.663
H -10.330 -12.225 -7.797
H -10.316 -12.178 -6.024
H -7.967 -12.315 -8.010
H -8.512 -13.625 -7.125
C -14.237 -10.920 -9.188
C -15.151 -9.792 -9.257
C -16.185 -9.850 -10.239
C -17.091 -8.832 -10.404
C -17.084 -7.678 -9.593
C -16.063 -7.612 -8.615
C -15.118 -8.636 -8.490
C -17.874 -6.573 -9.945
N -18.551 -5.651 -10.184
H -14.646 -11.740 -9.732
H -13.889 -11.183 -8.111
H -16.314 -10.692 -10.953
H -17.888 -8.944 -11.135
H -16.021 -6.738 -7.971
H -14.427 -8.641 -7.668
C -12.277 -14.973 -12.095
C -11.722 -14.764 -10.702
C -11.989 -15.933 -9.795
O -12.296 -13.553 -10.201
B -11.379 -12.474 -10.510
O -10.168 -13.014 -10.885
C -10.205 -14.469 -10.716
C -9.537 -14.802 -9.351
C -9.331 -15.064 -11.850
H -13.383 -14.993 -11.897
H -11.879 -15.896 -12.451
H -12.099 -14.115 -12.759
H -13.047 -16.245 -9.848
H -11.753 -15.813 -8.776
H -11.490 -16.818 -10.038
H -10.161 -14.434 -8.479
H -8.588 -14.348 -9.324
H -9.372 -15.860 -9.217
H -9.558 -14.666 -12.848
H -9.183 -16.165 -11.805
H -8.343 -14.641 -11.649
C -13.419 -6.929 -10.915
S -11.959 -8.006 -10.770
O -12.131 -9.126 -11.681
O -10.778 -7.202 -10.998
O -12.110 -8.611 -9.452
H -13.438 -6.637 -11.903
H -13.192 -6.132 -10.270
H -14.295 -7.518 -10.695
*
```

Atom charges from the Löwdin analysis, given in e for atoms 1 to 6: Fe 0.7575; C -0.5164; C -0.5772; S 0.8443; C -0.5218; C -0.5703

=====

# 2
Formula: C23H37BN5O9P2SV
Source: OMol25
Level of theory: ωB97M-V with the def2-TZVPD basis set

The calculation puts the energy above the lowest of the compared OMol25 structures with the same formula, charge and spin at 12.90 kcal per mole. As for the HOMO energy (alpha / beta): -0.27651 / -0.30346 Eh. For the gap between HOMO and LUMO (alpha / beta), the calculation gives 0.2796 / 0.3065 hartree.

ORCA input file:
```
! wB97M-V def2-TZVPD RIJCOSX def2/J DEFGRID3
* xyz 0 3
V 0.580 0.984 -0.607
C 0.635 -0.933 5.099
N 0.624 0.149 4.126
C -0.036 1.366 4.593
P 0.537 -0.203 2.532
O 0.612 1.026 1.713
O -0.894 -0.978 2.347
P -1.760 -0.916 0.976
O -0.961 -0.257 -0.079
N -2.107 -2.462 0.633
C -2.195 -2.872 -0.770
C -2.314 -3.513 1.612
N -3.121 -0.083 1.303
C -3.007 1.368 1.464
C -4.154 -0.691 2.132
N 1.643 -1.358 2.191
C 2.915 -0.900 1.622
C 1.309 -2.731 1.847
H 1.078 -0.571 6.028
H 1.242 -1.758 4.733
H -0.376 -1.296 5.318
H 0.498 1.746 5.465
H -1.076 1.172 4.880
H -0.009 2.121 3.811
H -1.949 -2.041 -1.430
H -3.201 -3.232 -0.997
H -1.482 -3.679 -0.956
H -2.201 -3.131 2.624
H -1.588 -4.317 1.460
H -3.317 -3.940 1.513
H -2.226 1.755 0.813
H -2.783 1.636 2.502
H -3.952 1.828 1.175
H -4.303 -1.732 1.853
H -5.091 -0.161 1.965
H -3.912 -0.634 3.200
H 3.080 0.151 1.848
H 2.918 -1.002 0.533
H 3.730 -1.493 2.039
H 0.459 -3.081 2.424
H 2.165 -3.366 2.083
H 1.083 -2.843 0.779
C 4.288 -4.366 -4.089
C 3.272 -3.265 -3.965
C 2.792 -2.873 -2.717
C 1.884 -1.836 -2.602
C 1.436 -1.174 -3.735
C 1.899 -1.551 -4.984
C 2.809 -2.594 -5.091
S 0.262 0.157 -3.568
O -0.904 -0.404 -2.922
O 0.125 0.730 -4.879
N 0.910 1.161 -2.517
C 2.216 1.745 -2.827
C 3.097 1.575 -1.589
O 4.301 1.549 -1.626
O 2.379 1.438 -0.475
H 4.281 -5.011 -3.211
H 5.293 -3.952 -4.189
H 4.098 -4.982 -4.968
H 3.142 -3.384 -1.826
H 1.515 -1.547 -1.621
H 1.544 -1.023 -5.858
H 3.170 -2.888 -6.070
H 2.136 2.811 -3.059
H 2.690 1.254 -3.679
O -1.512 3.099 -1.206
B -0.320 2.857 -0.486
O -0.043 3.984 0.305
C -1.049 4.883 0.072
C -1.231 6.134 0.618
C -2.364 6.836 0.209
C -3.261 6.296 -0.706
C -3.063 5.028 -1.254
C -1.941 4.345 -0.841
H -0.525 6.546 1.326
H -2.548 7.824 0.611
H -4.127 6.871 -1.005
H -3.747 4.599 -1.973
*
```

Atom charges from the Löwdin analysis, given in e for atoms 1 to 6: V 0.8871; C -0.0945; N -0.2902; C -0.0859; P 0.5010; O -0.2713

=====

# 3
Formula: C23H37Br15O6
Source: OMol25
Level of theory: ωB97M-V with the def2-TZVPD basis set

As for the HOMO energy: -0.33337 Eh. For the gap between HOMO and LUMO, the calculation gives 0.3206 hartree.

ORCA input file:
```
! wB97M-V def2-TZVPD RIJCOSX def2/J DEFGRID3
* xyz 0 1
C 1.606 -0.675 4.849
C 1.834 -2.164 4.512
C 2.968 -2.466 3.513
C 3.229 -1.420 2.419
C 2.033 -1.145 1.451
C 1.580 0.325 1.587
C 0.059 0.546 1.786
C -0.649 0.991 0.492
C -2.110 1.394 0.809
C -3.125 0.317 0.408
C -3.183 0.103 -1.117
C -3.163 -1.360 -1.547
O -3.888 -2.173 -0.653
C -3.641 -3.558 -0.831
O 1.003 -2.120 1.635
C 0.382 -2.271 0.420
O -0.784 -2.476 0.312
O 1.288 -2.127 -0.554
C 2.502 -1.578 0.052
C 3.028 -0.543 -0.929
C 4.189 0.306 -0.402
O 5.421 -0.339 -0.828
C 6.425 0.620 -0.661
O 6.705 1.450 -1.462
H 0.609 -0.392 4.518
H 1.593 -0.582 5.936
H 2.393 -0.012 4.505
H 0.916 -2.564 4.082
H 2.010 -2.748 5.416
H 2.814 -3.441 3.049
H 3.899 -2.554 4.083
H 3.627 -0.515 2.876
H 4.046 -1.823 1.814
H 2.085 0.807 2.420
H 1.853 0.914 0.710
H -0.037 1.395 2.468
H -0.445 -0.291 2.265
H -0.629 0.161 -0.218
H -0.116 1.854 0.087
H -2.191 1.578 1.883
H -2.328 2.341 0.307
H -2.892 -0.602 0.946
H -4.107 0.666 0.736
H -4.044 0.626 -1.531
H -2.292 0.562 -1.555
H -3.639 -1.445 -2.541
H -2.133 -1.702 -1.686
H -3.158 -3.947 0.067
H -4.585 -4.091 -0.954
H -3.000 -3.740 -1.695
H 3.188 -2.426 0.003
H 2.240 0.137 -1.257
H 3.356 -1.053 -1.835
H 4.134 1.285 -0.878
H 4.151 0.401 0.684
H 6.937 0.584 0.311
C 7.193 -1.451 -4.713
Br 6.181 -0.529 -3.349
Br 8.867 -2.087 -4.005
Br 6.187 -2.877 -5.542
H 7.429 -0.743 -5.494
C -7.026 2.605 -2.579
Br -7.658 4.019 -3.722
Br -6.073 1.259 -3.568
Br -5.969 3.289 -1.120
H -7.896 2.132 -2.147
C -4.236 -1.163 -6.766
Br -5.387 -2.652 -7.166
Br -3.872 -1.040 -4.875
Br -2.612 -1.217 -7.797
H -4.765 -0.265 -7.051
C 5.068 0.625 6.966
Br 3.920 1.860 6.032
Br 4.108 -0.917 7.603
Br 6.588 0.123 5.897
H 5.446 1.144 7.835
C -8.691 7.707 -3.048
Br -10.343 7.342 -2.131
Br -8.548 9.560 -3.550
Br -7.171 7.126 -2.026
H -8.701 7.131 -3.962
*
```

Atom charges from the Löwdin analysis, given in e for atoms 1 to 6: C -0.1190; C -0.2276; C -0.1792; C -0.1138; C -0.3394; C -0.0826